{"formula": "C37H30Cl5GaN5SeSi", "method": "ωB97M-V with the def2-TZVPD basis set", "e_lumo_ha": -0.1445, "mol_weight_g_mol": 898.72, "e_above_lowest_kcal_mol": 10.54, "e_tot_ev": -234515.3835, "homo_ev": -10.97, "orbital_gap_ha": 0.258, "total_charge": 1, "elements": ["Ga", "C", "Si", "C", "N", "C", "C", "C", "C", "C", "C", "C", "C", "C", "C", "C", "C", "C", "C", "C", "C", "C", "H", "H", "H", "H", "H", "H", "H", "H", "H", "H", "H", "H", "H", "H", "H", "H", "H", "H", "H", "H", "H", "H", "H", "H", "Cl", "C", "C", "C", "Cl", "C", "Cl", "C", "Cl", "C", "Cl", "Se", "N", "C", "C", "C", "C", "C", "N", "C", "C", "N", "C", "C", "C", "C", "C", "N", "H", "H", "H", "H", "H", "H"], "positions_angstrom": [[0.00272, -1.25776, 0.90300], [-0.46888, 0.30294, 2.11930], [-0.73618, 1.95744, 1.23890], [-1.58398, 1.31954, -0.36720], [-0.75968, 0.43404, -1.19210], [0.31362, 1.23104, -1.82370], [0.63222, 0.77764, -3.24470], [-0.57428, 1.02444, -4.15880], [-1.88448, 0.72814, -3.41460], [-1.60098, -0.19406, -2.23090], [-1.99118, 3.02814, 2.16950], [-1.59508, 4.14944, 2.89550], [-2.51438, 4.89744, 3.60870], [-3.85178, 4.54054, 3.61090], [-4.26268, 3.42464, 2.90180], [-3.34108, 2.67794, 2.19130], [0.91262, 2.86724, 1.06030], [2.08542, 2.35214, 1.60590], [3.26592, 3.07264, 1.58050], [3.28772, 4.34184, 1.02710], [2.13062, 4.87184, 0.48070], [0.95872, 4.13774, 0.49110], [-1.39678, -0.00366, 2.60330], [0.28222, 0.33094, 2.90680], [-1.98718, 2.15194, -0.96030], [-2.43298, 0.72394, -0.02230], [1.20542, 1.18294, -1.19280], [0.01392, 2.28504, -1.87280], [0.91182, -0.27796, -3.25320], [1.48872, 1.34084, -3.61380], [-0.49208, 0.39124, -5.04260], [-0.57358, 2.05994, -4.50030], [-2.60258, 0.24464, -4.07890], [-2.33858, 1.65384, -3.06040], [-1.09538, -1.08676, -2.61070], [-2.53368, -0.51796, -1.76120], [-0.55288, 4.43374, 2.89650], [-2.18788, 5.76134, 4.16630], [-4.56868, 5.12594, 4.16610], [-5.30318, 3.13784, 2.90660], [-3.67628, 1.80794, 1.64570], [2.06722, 1.38204, 2.08840], [4.16412, 2.65634, 2.01290], [4.19712, 4.92154, 1.03520], [2.13802, 5.86604, 0.06040], [0.05482, 4.55924, 0.07400], [2.33452, -2.12526, 2.38120], [0.98992, -2.91906, 3.08030], [-0.19808, -2.72146, 2.39660], [-1.34528, -3.16496, 3.03800], [-2.84468, -2.70086, 2.34460], [-1.31008, -3.87766, 4.23450], [-2.75908, -4.41656, 4.98700], [-0.07388, -4.14106, 4.83220], [0.01422, -5.05146, 6.27910], [1.09542, -3.62656, 4.26650], [2.61442, -3.82646, 5.04600], [2.58862, -4.26066, -5.74780], [3.26912, -3.16306, -4.56470], [2.42892, -3.03056, -3.55530], [2.64992, -2.18796, -2.41310], [3.82512, -1.45796, -2.20560], [3.89342, -0.61566, -1.11540], [2.80202, -0.53086, -0.25620], [1.71032, -1.25966, -0.40880], [1.61822, -2.07766, -1.46160], [0.39802, -2.83506, -1.59510], [-0.53418, -2.63806, -0.65410], [-1.68008, -3.28826, -0.73990], [-1.95878, -4.18606, -1.76650], [-1.01608, -4.40676, -2.74900], [0.19502, -3.70926, -2.68020], [1.21982, -3.78776, -3.68490], [1.13942, -4.49716, -4.79590], [4.63942, -1.56786, -2.90500], [4.77172, -0.02146, -0.91320], [2.81412, 0.13664, 0.59560], [-2.40018, -3.08026, 0.03780], [-2.90848, -4.69526, -1.78070], [-1.18978, -5.08416, -3.57140]], "forces_ev_per_angstrom": [[-0.2, -0.3, 0.5], [0.3, 0.4, -1.1], [-0.3, -0.7, 0.4], [0.2, 0.5, 0.4], [-0.1, -0.1, -0.1], [0.4, -0.1, -0.1], [-0.1, 0.2, 0.0], [0.0, -0.1, 0.0], [0.0, -0.2, 0.1], [-0.2, -0.1, -0.2], [0.4, -0.2, -0.4], [0.1, -0.1, -0.1], [0.0, 0.1, 0.1], [0.0, 0.0, 0.0], [-0.1, 0.0, 0.0], [0.1, 0.0, -0.1], [-0.6, -0.2, 0.0], [-0.1, -0.1, 0.1], [0.2, 0.0, 0.0], [0.0, 0.0, 0.0], [0.0, 0.1, -0.1], [-0.1, -0.1, 0.0], [-0.1, -0.1, -0.1], [0.2, -0.1, 0.0], [-0.1, 0.0, 0.0], [-0.1, 0.1, 0.2], [-0.1, 0.2, -0.1], [0.0, 0.0, 0.1], [0.0, 0.0, 0.0], [0.1, 0.0, 0.1], [0.0, 0.0, -0.1], [0.1, 0.0, 0.0], [-0.1, 0.1, 0.0], [-0.1, 0.0, 0.0], [-0.1, 0.0, 0.0], [0.1, 0.0, 0.0], [0.1, 0.1, 0.1], [0.0, 0.1, 0.1], [-0.1, 0.1, 0.0], [-0.1, 0.0, 0.0], [-0.1, -0.1, -0.1], [0.0, 0.0, 0.1], [0.1, 0.0, 0.1], [0.1, 0.1, 0.0], [0.0, 0.1, -0.1], [-0.1, 0.2, -0.1], [1.2, 0.1, 0.2], [-0.7, -0.3, 0.0], [0.2, 0.3, 0.0], [0.6, 0.0, -0.1], [-0.8, 0.1, 0.0], [0.0, -0.1, 0.0], [0.1, 0.0, -0.1], [0.0, 0.1, -0.1], [0.0, 0.0, 0.0], [0.0, 0.0, 0.2], [-0.1, 0.0, -0.1], [0.0, 0.1, 0.2], [0.6, 0.7, 0.7], [0.2, -0.6, -1.1], [0.0, 0.4, 0.8], [-0.3, 0.0, 0.1], [-0.1, 0.0, 0.0], [0.3, 0.2, 0.2], [-0.5, 0.0, 0.3], [0.8, 0.1, -0.5], [-0.4, -0.6, -0.6], [0.1, 0.4, 0.1], [-0.3, -0.1, 0.0], [0.2, -0.1, -0.1], [0.1, 0.2, 0.2], [-0.5, 0.3, 0.7], [0.7, -0.3, -1.1], [-1.1, -0.3, 0.6], [0.1, 0.0, -0.1], [0.0, 0.0, 0.0], [0.1, 0.0, 0.0], [0.0, -0.1, -0.1], [-0.1, 0.0, 0.0], [0.0, -0.1, -0.1]], "lowdin_charge": [0.5940, -0.2432, 0.6885, -0.2489, -0.2102, -0.1814, -0.1623, -0.1723, -0.1548, -0.1927, -0.2402, -0.0934, -0.0766, -0.0772, -0.0809, -0.1014, -0.2594, -0.1219, -0.0775, -0.0724, -0.0698, -0.1034, 0.0153, 0.0204, 0.0942, 0.0841, 0.0947, 0.1267, 0.0913, 0.1218, 0.1099, 0.1136, 0.1166, 0.1063, 0.1029, 0.1231, 0.0961, 0.1060, 0.1066, 0.1051, 0.0925, 0.0785, 0.1069, 0.1072, 0.1086, 0.1108, 0.7983, -0.6926, -0.2549, -0.6850, 0.7464, -0.6923, 0.7092, -0.6964, 0.7187, -0.6950, 0.7110, 1.2028, -0.2320, -0.3263, -0.0763, 0.0530, 0.0148, -0.1308, 0.0485, -0.1357, -0.1374, 0.0758, -0.0894, 0.0096, 0.0493, -0.0666, -0.3211, -0.2343, 0.1302, 0.1247, 0.0898, 0.0495, 0.1225, 0.1299]}